No. 1
{"formula": "C43H41N9O3S3SiTl", "method": "the ωB97M-V functional and the def2-TZVPD basis", "elements": ["Tl", "C", "O", "C", "C", "C", "C", "C", "C", "N", "N", "C", "O", "C", "C", "C", "C", "C", "C", "C", "O", "H", "H", "H", "H", "H", "H", "H", "H", "H", "H", "H", "H", "S", "C", "N", "N", "C", "C", "C", "C", "C", "C", "N", "N", "C", "C", "C", "C", "C", "C", "H", "H", "H", "H", "H", "H", "H", "H", "H", "H", "H", "C", "Si", "C", "C", "C", "C", "C", "C", "N", "C", "S", "H", "H", "H", "H", "H", "H", "H", "H", "H", "H", "H", "H", "N", "C", "N", "C", "C", "C", "C", "C", "C", "S", "H", "H", "H", "H", "H", "H"], "coordinates": [[1.22057, 0.75921, 1.03575], [4.49172, 3.73983, -0.75778], [4.72658, 2.74910, -1.75970], [5.00182, 1.48081, -1.32116], [6.12389, 0.86771, -1.83056], [6.46964, -0.43180, -1.45803], [5.68153, -1.08431, -0.53952], [4.52985, -0.48420, -0.00207], [3.80226, -1.27004, 0.96105], [2.71549, -0.96612, 1.55720], [2.23257, -1.93372, 2.39734], [1.17240, -1.51955, 3.04645], [0.65398, -0.35569, 3.00677], [0.48293, -2.55042, 3.88172], [-0.79791, -2.27871, 4.34969], [-1.48807, -3.22870, 5.08875], [-0.89805, -4.45195, 5.37362], [0.38467, -4.72376, 4.91236], [1.07130, -3.77972, 4.16530], [4.13024, 0.80725, -0.41825], [3.04914, 1.42733, -0.03236], [4.71605, 4.69583, -1.22910], [5.15677, 3.58786, 0.09622], [3.46257, 3.71976, -0.40355], [6.72806, 1.43155, -2.53127], [7.35444, -0.90174, -1.86702], [5.94002, -2.08382, -0.20829], [4.23597, -2.23676, 1.22228], [-1.23998, -1.31959, 4.11483], [-2.48981, -3.01272, 5.44086], [-1.43508, -5.19327, 5.95303], [0.84844, -5.67749, 5.13344], [2.06417, -3.97988, 3.78598], [0.82911, 3.06270, 2.08375], [-0.62614, 3.34680, 1.14603], [-1.82660, 3.24822, 1.59054], [-1.98458, 2.81135, 2.84694], [-3.23275, 2.35212, 3.24994], [-4.36399, 2.47108, 2.44291], [-5.58511, 2.00430, 2.90254], [-5.70539, 1.41136, 4.15190], [-4.57268, 1.28676, 4.94695], [-3.34738, 1.75437, 4.50722], [-0.60316, 3.64195, -0.25176], [0.42266, 3.22993, -0.81387], [0.49317, 3.46655, -2.21882], [-0.44687, 4.19470, -2.94553], [-0.24587, 4.38368, -4.30252], [0.88081, 3.85688, -4.92910], [1.80793, 3.12811, -4.19980], [1.61054, 2.92784, -2.84083], [-1.14858, 2.44396, 3.29785], [-4.26668, 2.91954, 1.46507], [-6.45567, 2.09945, 2.26442], [-6.66253, 1.04283, 4.49708], [-4.64159, 0.81771, 5.92086], [-2.46530, 1.65175, 5.12863], [-1.30880, 4.60443, -2.43661], [-0.96806, 4.94918, -4.87916], [1.02779, 4.01245, -5.99103], [2.68265, 2.70596, -4.67882], [2.31009, 2.36154, -2.23836], [-3.96474, -1.29813, 2.20511], [-3.81945, -1.72948, 0.39055], [-4.40857, -0.31614, -0.69041], [-4.91418, -3.22531, 0.06509], [-2.04045, -2.24479, 0.03570], [-1.73503, -3.57856, -0.21760], [-0.41846, -4.01163, -0.32433], [0.58175, -3.07441, -0.15059], [0.33219, -1.78777, 0.05948], [-0.93563, -1.37418, 0.13349], [-1.17883, 0.35223, 0.36025], [-4.97624, -0.96469, 2.45210], [-3.27396, -0.49973, 2.48037], [-3.73116, -2.17473, 2.81516], [-5.49853, -0.23643, -0.65124], [-4.11361, -0.47263, -1.73060], [-3.98475, 0.63114, -0.35599], [-5.95348, -2.97504, 0.29121], [-4.63238, -4.06669, 0.70231], [-4.86782, -3.55434, -0.97570], [-2.53725, -4.30271, -0.30936], [-0.17667, -5.04857, -0.51341], [1.63035, -3.35553, -0.16674], [-1.75826, 0.65490, -2.96962], [-0.55962, 0.29781, -3.51743], [0.42286, -0.17874, -2.83873], [1.49121, -0.46932, -3.66620], [2.72328, -0.95270, -3.23267], [3.72888, -1.15848, -4.15988], [3.52213, -0.88926, -5.51512], [2.30169, -0.40944, -5.96336], [1.29395, -0.20690, -5.03083], [-0.32117, 0.40279, -5.26298], [-1.71378, 0.74529, -1.95554], [-2.25468, 1.39663, -3.43691], [2.87954, -1.14421, -2.17888], [4.69188, -1.51718, -3.81976], [4.32392, -1.05286, -6.22408], [2.13987, -0.19997, -7.01328]], "homo_lumo_gap_ev": 7.04, "relative_energy_kcal_mol": 0.00, "lumo_ev": 2.071, "charge": -1, "homo_energy_ev": -4.96, "molar_mass_g_mol": 1060.5, "energy_ev": -109890.2789}

---

No. 2
{"formula": "C43H42N3P2PbS2", "method": "the ωB97M-V functional and the def2-TZVPD basis", "elements": ["Pb", "S", "P", "C", "P", "S", "C", "C", "C", "C", "C", "C", "C", "C", "C", "C", "C", "C", "C", "C", "C", "C", "C", "C", "C", "C", "C", "C", "C", "C", "H", "H", "H", "H", "H", "H", "H", "H", "H", "H", "H", "H", "H", "H", "H", "H", "H", "H", "H", "H", "C", "C", "C", "C", "C", "C", "C", "C", "N", "C", "C", "C", "C", "H", "H", "H", "H", "H", "H", "H", "H", "H", "H", "H", "H", "H", "H", "H", "H", "H", "H", "N", "C", "C", "C", "C", "C", "N", "C", "H", "H", "H", "H"], "coordinates": [[-0.23723, -0.50777, -0.66228], [-0.57508, 2.07877, 0.16324], [1.07984, 2.69206, 1.14747], [2.38727, 1.46771, 1.07071], [2.96073, 1.27666, -0.61097], [2.35429, -0.54202, -1.39963], [3.34606, 1.31973, 2.20321], [3.20648, 0.20070, 3.03188], [4.08610, -0.01911, 4.08164], [5.12432, 0.87406, 4.31584], [5.27955, 1.97837, 3.49070], [4.40072, 2.19971, 2.43935], [4.76191, 1.13922, -0.51452], [5.43514, -0.03056, -0.17114], [6.82008, -0.04643, -0.14586], [7.53744, 1.09419, -0.48732], [6.87160, 2.25738, -0.84671], [5.48354, 2.28219, -0.85829], [0.59886, 3.19259, 2.81569], [-0.12112, 4.38864, 2.90208], [-0.56265, 4.84766, 4.13081], [-0.29031, 4.11846, 5.28169], [0.40139, 2.92133, 5.19771], [0.83973, 2.44948, 3.96702], [1.70200, 4.22659, 0.40028], [2.53124, 5.05024, 1.16178], [3.18135, 6.11930, 0.55977], [2.99912, 6.37002, -0.79269], [2.15934, 5.55882, -1.54684], [1.52051, 4.48030, -0.95540], [2.39290, -0.49372, 2.84701], [3.96293, -0.89068, 4.71352], [5.81110, 0.70498, 5.13552], [6.09644, 2.66800, 3.66314], [4.53337, 3.06061, 1.79586], [4.87255, -0.92603, 0.06402], [7.34271, -0.95252, 0.13302], [8.61967, 1.07569, -0.47757], [7.43029, 3.14109, -1.12700], [4.95096, 3.18485, -1.14054], [-0.33618, 4.95613, 2.00494], [-1.11984, 5.77314, 4.19099], [-0.62732, 4.48345, 6.24368], [0.60201, 2.34492, 6.09149], [1.36952, 1.51337, 3.91764], [2.66920, 4.85551, 2.21845], [3.82989, 6.75454, 1.14974], [3.51433, 7.19906, -1.26105], [2.00384, 5.76830, -2.59739], [0.87645, 3.83294, -1.53830], [3.81328, -3.08255, 1.67915], [2.40531, -3.52973, 1.97873], [2.16418, -4.70652, 2.69773], [0.86619, -5.18118, 2.91970], [0.63922, -6.48613, 3.64108], [-0.20655, -4.46906, 2.42850], [-0.02676, -3.25241, 1.70210], [1.32477, -2.81741, 1.51685], [-0.97564, -2.48606, 1.14221], [-2.41917, -2.74134, 1.28966], [-3.15005, -1.59233, 0.58386], [-2.84311, -4.03958, 0.58187], [-2.86053, -2.69765, 2.76211], [4.52913, -3.57432, 2.33697], [3.92266, -2.00389, 1.79357], [4.07201, -3.33814, 0.64953], [3.00549, -5.26524, 3.09231], [1.56748, -6.87854, 4.05159], [0.23367, -7.22879, 2.95174], [-0.07703, -6.36886, 4.45481], [-1.19138, -4.87178, 2.59224], [1.50811, -1.88994, 0.98364], [-2.93862, -1.59087, -0.49021], [-2.87087, -0.62398, 1.01000], [-4.22693, -1.71336, 0.69926], [-2.47531, -4.03773, -0.44611], [-3.93232, -4.09336, 0.55366], [-2.47501, -4.93786, 1.06781], [-2.62186, -1.72094, 3.18713], [-2.38861, -3.45416, 3.38088], [-3.94122, -2.83808, 2.81512], [-5.06844, 1.26547, -5.33970], [-3.97475, 1.28318, -4.98939], [-2.60251, 1.30587, -4.55563], [-1.64007, 2.03293, -5.24820], [-0.33307, 1.99448, -4.79792], [-0.03212, 1.23571, -3.67969], [-0.95921, 0.54305, -3.00855], [-2.21702, 0.57984, -3.43712], [-1.92066, 2.60979, -6.11887], [0.44953, 2.53735, -5.30908], [0.98345, 1.16602, -3.30396], [-2.95385, 0.01729, -2.87470]], "homo_lumo_gap_ev": [6.27, 5.97], "lumo_ev": [-3.927, -4.230], "charge": 1, "homo_energy_ev": [-10.20, -10.20], "molar_mass_g_mol": 934.1, "energy_ev": -95233.7605}